102
Properties=species:S:1:pos:R:3 method="wB97M-V/def2-TZVPD" lumo_energy_ev="2.3 / 1.5" total_energy_ha=-4632.48322 largest_force_ev_per_a=0.20 total_charge=-1 relative_energy_kcal_mol=0.0 e_homo_ev="-3.59 / -5.21" multiplicity=5
Ir 0.489 -0.788 1.229
O 0.176 6.650 0.246
C 0.406 6.289 1.536
O 0.557 7.151 2.365
C 0.445 4.839 1.820
C 0.323 4.424 3.145
C 0.296 3.087 3.482
C 0.414 2.090 2.492
C 0.547 2.521 1.159
C 0.562 3.855 0.834
N 0.415 0.737 2.741
C 0.378 0.255 3.993
C 0.388 -1.135 4.216
C 0.335 -1.721 5.505
C 0.352 -3.084 5.628
C 0.418 -3.886 4.478
C 0.467 -3.258 3.250
N 0.460 -1.936 3.117
H -0.080 5.871 -0.265
H 0.229 5.182 3.912
H 0.176 2.824 4.522
H 0.640 1.769 0.384
H 0.691 4.105 -0.214
H 0.353 0.910 4.853
H 0.278 -1.079 6.374
H 0.311 -3.540 6.610
H 0.426 -4.965 4.537
H 0.509 -3.814 2.320
N -0.390 -8.112 -5.516
C -0.300 -7.288 -4.718
C -0.187 -6.263 -3.724
C -0.713 -4.992 -3.964
C -0.600 -4.006 -3.006
C 0.042 -4.260 -1.784
C 0.566 -5.541 -1.559
C 0.454 -6.531 -2.514
C 0.163 -3.227 -0.816
C 0.313 -2.315 -0.024
H -1.208 -4.785 -4.904
H -1.003 -3.018 -3.186
H 1.067 -5.743 -0.621
H 0.863 -7.516 -2.333
C -1.550 -0.657 1.204
Ge -2.522 0.065 -0.276
C -4.361 -0.617 -0.332
C -5.469 0.223 -0.414
C -6.757 -0.296 -0.455
C -6.955 -1.668 -0.418
C -5.860 -2.519 -0.337
C -4.577 -1.995 -0.292
C -1.754 -0.237 -2.061
C -2.555 -0.600 -3.140
C -2.027 -0.720 -4.422
C -0.680 -0.477 -4.642
C 0.135 -0.111 -3.577
C -0.403 0.010 -2.304
C -2.640 2.032 -0.111
C -2.832 2.610 1.146
C -2.892 3.986 1.304
C -2.758 4.818 0.199
C -2.558 4.262 -1.056
C -2.499 2.880 -1.206
H -2.105 -0.626 2.146
H -5.325 1.298 -0.445
H -7.607 0.374 -0.515
H -7.958 -2.074 -0.450
H -6.008 -3.592 -0.306
H -3.727 -2.667 -0.220
H -3.611 -0.795 -2.982
H -2.670 -1.006 -5.246
H -0.265 -0.573 -5.638
H 1.191 0.071 -3.736
H 0.249 0.283 -1.478
H -2.912 1.972 2.020
H -3.025 4.413 2.290
H -2.796 5.894 0.320
H -2.454 4.904 -1.924
H -2.336 2.459 -2.193
N 2.381 -0.420 0.900
C 3.381 0.122 0.364
C 3.873 1.418 0.924
C 3.731 1.670 2.287
C 4.007 2.926 2.799
C 4.425 3.947 1.957
C 4.581 3.700 0.601
C 4.312 2.440 0.086
C 3.993 -0.463 -0.867
C 3.201 -1.227 -1.723
C 3.751 -1.797 -2.859
C 5.098 -1.618 -3.149
C 5.894 -0.871 -2.293
C 5.345 -0.293 -1.158
H 3.364 0.879 2.930
H 3.872 3.117 3.856
H 4.615 4.936 2.354
H 4.896 4.495 -0.062
H 4.407 2.259 -0.977
H 2.159 -1.393 -1.478
H 3.124 -2.389 -3.515
H 5.527 -2.066 -4.036
H 6.947 -0.738 -2.508
H 5.967 0.287 -0.488